(1)
Computed, not measured: H42O29S2Zn2 as an isolated structure at a distorted geometry, with wB97M-V/def2-TZVPD.

```
! RIJCOSX wB97M-V def2-TZVPD def2/J DEFGRID3
* xyz 0 1
Zn 3.54 1.86 -2.36
Zn -0.18 0.10 -0.02
S 0.30 2.53 -2.30
O -0.48 2.32 -3.51
O -0.18 1.54 -1.29
O 1.73 2.30 -2.51
O 0.04 3.92 -1.85
S 2.43 -1.13 -1.60
O 1.39 -0.73 -0.70
O 3.38 -2.03 -0.98
O 1.84 -1.88 -2.63
O 3.09 0.01 -2.23
O -0.38 -1.19 1.55
H 0.14 -1.95 1.81
H -0.89 -0.98 2.34
O -4.93 -0.44 1.23
H -5.04 0.50 1.12
H -5.83 -0.77 1.33
O 3.06 -2.40 3.43
H 2.12 -2.54 3.35
H 3.35 -3.03 4.10
O 4.51 -0.97 1.48
H 3.93 -1.15 2.22
H 5.02 -0.21 1.76
O 3.14 2.75 2.48
H 3.16 3.63 2.84
H 3.81 2.28 2.97
O -3.88 -1.19 -3.07
H -4.21 -0.31 -2.86
H -3.78 -1.61 -2.22
O -0.17 4.20 0.52
H 0.06 4.09 -0.40
H -0.60 5.05 0.57
O -1.33 0.26 -5.23
H -1.91 -0.09 -5.90
H -0.98 -0.52 -4.79
O -1.98 0.94 0.66
H -2.49 0.70 1.44
H -2.49 1.65 0.26
O 0.53 -3.26 3.04
H -0.07 -3.60 3.70
H 0.79 -4.03 2.54
O 0.92 1.44 1.28
H 1.63 1.35 1.91
H 1.03 2.32 0.93
O -0.56 -1.93 -3.67
H 0.36 -1.84 -3.44
H -0.67 -2.88 -3.80
O 1.77 -4.28 -0.85
H 2.53 -4.70 -0.45
H 2.14 -3.53 -1.32
O -1.42 -1.06 -1.13
H -1.95 -1.85 -0.97
H -1.24 -1.09 -2.07
O 3.59 2.12 -0.31
H 3.03 2.17 0.46
H 4.48 2.01 0.04
O -3.26 -3.05 -0.92
H -3.77 -3.58 -0.30
H -2.86 -3.68 -1.51
O -2.65 3.19 -0.73
H -3.38 3.80 -0.82
H -1.90 3.66 -1.11
O -1.16 3.81 3.15
H -2.11 3.79 3.09
H -0.86 3.59 2.27
O 2.09 -0.45 -4.93
H 2.85 -0.98 -5.16
H 1.68 -0.92 -4.20
O -2.95 0.28 3.15
H -3.49 -0.41 2.77
H -3.39 0.50 3.97
O -0.19 -0.47 4.68
H -0.59 -1.26 5.04
H 0.75 -0.67 4.66
*
```

## Properties
* max |F|: 6.28 eV/Å
* HOMO-LUMO gap: 5.54 eV
* HOMO energy: -0.283 hartree
* E_tot: -6562.24293 a.u.

Mulliken atomic charge list, values in e, 2 entries: 0.821 1.268

(2)
Computed, not measured: a 2-piece molecular cluster, C24H34N3 overall at a distorted geometry, with wB97M-V/def2-TZVPD.

```
! RIJCOSX wB97M-V def2-TZVPD def2/J DEFGRID3
* xyz 1 1
C -4.42 -2.75 0.00
C -2.88 -2.73 0.00
N -2.38 -1.31 -0.01
C -2.86 -0.60 1.21
C -4.40 -0.57 1.25
C -4.95 -1.29 0.00
C -4.40 -0.56 -1.26
C -2.86 -0.59 -1.22
H -4.80 -3.29 -0.88
H -4.81 -3.29 0.87
H -2.46 -3.23 0.88
H -2.46 -3.24 -0.87
H -2.44 -1.10 2.09
H -2.43 0.41 1.20
H -4.78 -1.05 2.16
H -4.77 0.47 1.29
H -6.06 -1.28 0.00
H -4.77 -1.05 -2.17
H -4.77 0.47 -1.29
H -2.43 0.42 -1.21
H -2.44 -1.09 -2.10
C 1.29 2.03 -5.70
N 2.18 0.95 -5.24
C 3.57 1.16 -5.66
C 1.95 0.42 -3.93
C 1.42 -0.87 -3.69
C 1.19 -1.30 -2.42
C 1.47 -0.50 -1.29
C 1.21 -1.01 0.01
C 1.44 -0.47 1.30
C 1.14 -1.25 2.44
C 1.34 -0.79 3.71
C 1.86 0.50 3.94
N 2.06 1.05 5.24
C 3.44 1.27 5.69
C 1.16 2.14 5.66
C 2.17 1.28 2.82
C 1.97 0.82 1.56
C 2.02 0.78 -1.56
C 2.25 1.22 -2.83
H 0.36 2.01 -5.13
H 1.76 3.00 -5.54
H 1.06 1.92 -6.75
H 4.24 0.53 -5.07
H 3.70 0.92 -6.71
H 3.87 2.20 -5.50
H 1.19 -1.51 -4.53
H 0.79 -2.29 -2.24
H 0.76 -1.99 0.01
H 0.74 -2.24 2.27
H 1.10 -1.41 4.55
H 4.12 0.63 5.12
H 3.74 2.30 5.53
H 3.54 1.04 6.75
H 0.24 2.10 5.07
H 0.90 2.04 6.71
H 1.63 3.11 5.50
H 2.56 2.27 2.98
H 2.21 1.50 0.78
H 2.28 1.46 -0.79
H 2.65 2.20 -3.00
*
```

## Properties
* max |F|: 1.04 eV/Å
* HOMO-LUMO gap: 5.24 eV
* energy relative to the best compared isomer or geometry (same formula, charge and spin): 1.341 eV
* HOMO energy: -0.393 hartree
* E_tot: -1098.86647 a.u.

Mulliken atomic charge list, values in e, 2 entries: -0.883 -0.766

(3)
Computed, not measured: one molecule with the formula C3H2F4 at a distorted geometry, with wB97M-V/def2-TZVPD.

```
! RIJCOSX wB97M-V def2-TZVPD def2/J DEFGRID3
* xyz 0 1
C 0.52 -0.50 0.74
C 0.58 -0.41 -0.81
C 1.60 0.36 0.04
F 0.72 -1.61 1.47
F 1.12 -1.41 -1.52
F 2.95 0.20 -0.09
F 1.36 1.66 0.23
H -0.30 0.16 1.33
H -0.26 0.13 -1.46
*
```

## Properties
* max |F|: 3.10 eV/Å
* HOMO-LUMO gap: 11.36 eV
* energy relative to the best compared isomer or geometry (same formula, charge and spin): 2.295 eV
* HOMO energy: -0.397 hartree
* E_tot: -514.88264 a.u.
* SMILES: F[C@@H]1[C@H](F)C1(F)F

Mulliken atomic charge list, values in e, 2 entries: -0.120 -0.078

(4)
Computed, not measured: C13H18CrO3S4Se2 as an isolated structure, with wB97M-V/def2-TZVPD.

```
! RIJCOSX wB97M-V def2-TZVPD def2/J DEFGRID3
* xyz -2 5
Cr 0.29 1.22 0.20
S 3.07 4.59 -1.34
C 1.98 3.41 -0.80
S 1.66 3.13 0.90
S 1.02 2.42 -1.81
O -5.41 -0.08 -1.08
C -4.85 -0.87 -0.03
C -3.41 -0.44 0.31
C -2.94 -1.57 1.26
O -1.98 -1.23 2.22
C -2.61 -0.41 -1.02
Se -0.70 -0.87 -0.95
C -3.52 0.93 0.99
Se -1.96 2.12 1.23
H -6.32 -0.37 -1.21
H -4.84 -1.93 -0.35
H -5.48 -0.78 0.87
H -2.59 -2.40 0.63
H -3.80 -1.94 1.84
H -1.21 -0.89 1.73
H -2.70 0.59 -1.46
H -3.06 -1.11 -1.72
H -4.00 0.78 1.96
H -4.21 1.51 0.38
C 3.39 -1.41 2.33
S 2.67 0.13 1.79
O 1.19 -0.15 1.80
C 3.21 0.07 0.07
C 4.05 1.06 -0.38
C 4.44 1.04 -1.72
C 3.97 0.03 -2.55
C 3.10 -0.94 -2.08
C 2.71 -0.93 -0.75
H 2.99 -2.23 1.73
H 3.10 -1.54 3.37
H 4.47 -1.36 2.23
H 4.32 1.89 0.26
H 5.05 1.84 -2.11
H 4.24 0.04 -3.60
H 2.69 -1.69 -2.75
H 1.97 -1.64 -0.38
*
```

## Properties
* max |F|: 0.66 eV/Å
* HOMO-LUMO gap (alpha / beta): 4.54 / 5.09 eV
* HOMO energy (alpha / beta): -0.009 / -0.029 hartree
* E_tot: -8172.03725 a.u.

Mulliken atomic charge list, values in e, 2 entries: 0.849 -0.454

(5)
Computed, not measured: one molecule with the formula C6H5ClNOP at a distorted geometry, with wB97M-V/def2-TZVPD.

```
! RIJCOSX wB97M-V def2-TZVPD def2/J DEFGRID3
* xyz 0 1
C 1.00 0.24 -0.11
C 0.45 1.47 0.04
C 0.27 -0.91 -0.03
C -0.92 1.58 0.16
C -1.19 -0.90 0.06
C -1.72 0.46 0.18
N -2.10 -1.80 0.10
O -2.95 0.55 -0.23
P -4.40 1.06 -0.25
Cl -5.39 -0.66 -0.44
H 2.09 0.28 -0.32
H 1.01 2.47 0.15
H 0.72 -1.92 0.02
H -1.39 2.50 0.38
H -1.94 -2.79 -0.03
*
```

## Properties
* max |F|: 3.98 eV/Å
* HOMO-LUMO gap (alpha / beta): 7.42 / 5.97 eV
* energy relative to the best compared isomer or geometry (same formula, charge and spin): 1.167 eV
* HOMO energy (alpha / beta): -0.295 / -0.270 hartree
* E_tot: -1163.08991 a.u.

Mulliken atomic charge list, values in e, 2 entries: -0.408 -0.279

(6)
Computed, not measured: C28H23AuN3O2P2Se2 as an isolated structure at a distorted geometry, with wB97M-V/def2-TZVPD.

```
! RIJCOSX wB97M-V def2-TZVPD def2/J DEFGRID3
* xyz -1 1
Au -3.28 -0.41 -2.28
Se 0.67 3.43 2.64
P 0.13 1.48 2.04
C -0.42 0.40 3.41
C -0.31 0.84 4.72
C -0.71 0.02 5.77
C -1.22 -1.24 5.51
C -1.35 -1.68 4.20
C -0.95 -0.86 3.15
C 1.58 0.62 1.36
C 2.05 -0.59 1.85
C 3.23 -1.15 1.36
C 3.95 -0.49 0.38
C 3.50 0.73 -0.10
C 2.33 1.29 0.39
C -1.28 1.39 0.92
C -1.66 1.23 -0.42
N -3.03 1.25 -0.43
N -3.46 1.43 0.80
N -2.43 1.53 1.63
P -0.89 0.96 -2.03
Se -2.13 1.15 -3.80
C 0.29 2.37 -2.17
C 1.59 2.27 -2.65
C 2.37 3.41 -2.81
C 1.87 4.66 -2.47
C 0.57 4.77 -1.98
C -0.22 3.63 -1.84
C 0.08 -0.56 -2.05
C 0.81 -0.89 -3.19
C 1.56 -2.05 -3.22
C 1.57 -2.90 -2.12
C 0.81 -2.60 -1.00
C 0.06 -1.43 -0.97
H 0.08 1.84 4.90
H -0.63 0.38 6.79
H -1.54 -1.88 6.33
H -1.77 -2.66 3.98
H -1.09 -1.20 2.13
H 1.49 -1.12 2.62
H 3.58 -2.10 1.75
H 4.87 -0.92 0.01
H 4.07 1.26 -0.86
H 2.01 2.27 0.05
H 2.02 1.30 -2.88
H 3.39 3.32 -3.19
H 2.48 5.54 -2.58
H 0.17 5.73 -1.70
H -1.23 3.71 -1.45
H 0.75 -0.25 -4.07
H 2.13 -2.30 -4.11
H 2.16 -3.81 -2.15
H 0.78 -3.28 -0.16
H -0.58 -1.21 -0.12
C -4.32 -4.43 -1.30
C -3.86 -3.01 -1.58
O -4.74 -2.15 -1.89
O -2.63 -2.73 -1.47
H -5.29 -4.62 -1.76
H -4.41 -4.57 -0.22
H -3.58 -5.14 -1.67
*
```

## Properties
* max |F|: 1.12 eV/Å
* HOMO-LUMO gap: 7.83 eV
* energy relative to the best compared isomer or geometry (same formula, charge and spin): 0.649 eV
* HOMO energy: -0.197 hartree
* E_tot: -7016.93436 a.u.

Mulliken atomic charge list, values in e, 2 entries: 0.313 -0.465

(7)
Computed, not measured: a 12-piece molecular cluster, C48H41BrF28N2O35 overall at a distorted geometry, with wB97M-V/def2-TZVPD.

```
! RIJCOSX wB97M-V def2-TZVPD def2/J DEFGRID3
* xyz 0 1
C -3.80 -1.46 2.76
C -3.29 0.07 3.02
C -2.03 0.30 2.05
Br -0.87 -1.36 2.02
C -1.05 1.48 2.52
C -0.39 1.67 3.93
N 0.39 2.86 3.67
C 1.21 3.31 4.84
O 2.28 2.76 5.25
O 0.77 4.47 5.48
C 0.33 3.43 2.35
C 1.09 4.70 1.72
F 0.25 5.55 0.95
F 1.64 5.53 2.75
C 2.37 4.11 0.91
F 3.39 4.02 1.93
F 2.19 2.74 0.51
C 2.98 5.05 -0.21
F 3.14 6.36 0.39
F 4.34 4.61 -0.43
C 2.20 5.26 -1.57
F 3.19 5.55 -2.58
F 1.40 6.45 -1.53
C 1.26 4.09 -2.10
F 0.20 3.71 -1.21
F 0.56 4.65 -3.24
C 2.03 2.80 -2.74
F 3.27 2.51 -2.11
F 2.37 3.22 -4.08
C 1.06 1.53 -2.95
F -0.27 1.90 -3.35
F 1.60 0.83 -4.10
C 1.04 0.47 -1.75
F 0.25 -0.65 -2.22
F 0.33 0.92 -0.59
F 2.31 -0.09 -1.43
N -0.58 2.56 1.65
H -4.93 -1.49 3.02
H -3.27 -2.22 3.42
H -3.73 -1.75 1.64
H -4.11 0.82 2.68
H -2.97 0.24 4.11
H -2.34 0.45 0.95
H -0.48 1.05 4.88
H -0.90 2.63 0.67
C 4.54 6.28 5.40
C 5.50 6.02 4.29
O 6.61 5.44 4.95
C 6.08 4.80 6.03
O 6.67 3.97 6.68
O 4.81 5.21 6.29
F 5.91 7.18 3.72
H 4.72 7.23 5.90
H 3.50 6.25 5.07
H 5.13 5.33 3.52
C 0.63 -3.83 -2.29
C 1.13 -4.87 -1.33
O 0.01 -5.10 -0.51
C -1.08 -4.85 -1.29
O -2.19 -5.20 -1.03
O -0.74 -4.16 -2.42
F 2.13 -4.38 -0.56
H 0.73 -2.81 -1.90
H 1.14 -3.88 -3.26
H 1.44 -5.80 -1.81
C -5.71 -4.81 -1.85
C -5.18 -5.33 -0.55
O -6.34 -5.48 0.24
C -7.35 -5.74 -0.64
O -8.41 -6.19 -0.33
O -6.99 -5.44 -1.92
F -4.38 -4.41 0.03
H -5.84 -3.73 -1.86
H -5.09 -5.10 -2.70
H -4.66 -6.29 -0.63
C 3.37 -1.18 -5.94
C 3.21 -2.66 -5.91
O 2.27 -2.91 -6.93
C 2.45 -1.91 -7.84
O 2.02 -1.93 -8.95
O 3.18 -0.88 -7.31
F 2.68 -3.06 -4.73
H 2.61 -0.67 -5.34
H 4.36 -0.86 -5.60
H 4.13 -3.22 -6.11
C -5.32 2.23 -2.39
C -4.05 2.54 -1.66
O -3.98 1.51 -0.69
C -4.63 0.44 -1.24
O -4.54 -0.68 -0.84
O -5.38 0.81 -2.31
F -4.13 3.73 -1.02
H -6.20 2.65 -1.89
H -5.30 2.57 -3.42
H -3.16 2.51 -2.29
C 7.48 -3.36 -8.77
C 7.24 -2.75 -7.43
O 7.16 -3.86 -6.57
C 7.94 -4.82 -7.15
O 8.34 -5.80 -6.58
O 8.23 -4.52 -8.45
F 6.05 -2.09 -7.40
H 6.55 -3.66 -9.27
H 8.04 -2.71 -9.44
H 8.04 -2.08 -7.10
C -7.45 -5.39 4.40
C -5.98 -5.21 4.19
O -5.90 -4.05 3.39
C -7.00 -3.31 3.72
O -7.14 -2.15 3.45
O -7.92 -4.05 4.40
F -5.46 -6.25 3.49
H -7.92 -5.94 3.58
H -7.67 -5.89 5.34
H -5.40 -5.06 5.11
C -9.50 -3.03 -4.51
C -9.13 -4.37 -5.07
O -7.89 -4.13 -5.70
C -7.32 -3.11 -5.00
O -6.17 -2.81 -5.06
O -8.23 -2.47 -4.21
F -10.02 -4.77 -6.01
H -10.01 -2.40 -5.24
H -10.12 -3.11 -3.62
H -9.01 -5.16 -4.31
C -1.39 7.67 3.27
C -0.92 7.11 4.57
O -2.12 6.90 5.29
C -3.07 6.66 4.35
O -4.14 6.18 4.58
O -2.65 7.03 3.10
F -0.17 8.02 5.25
H -1.54 8.75 3.31
H -0.72 7.44 2.45
H -0.38 6.17 4.49
C 5.25 -0.62 0.01
C 5.75 -0.77 1.41
O 5.47 -2.12 1.72
C 5.52 -2.78 0.53
O 5.61 -3.97 0.42
O 5.48 -1.91 -0.53
F 5.04 0.02 2.26
H 4.18 -0.40 -0.04
H 5.79 0.14 -0.55
H 6.82 -0.58 1.53
C 5.11 0.13 5.77
C 5.56 -0.96 6.69
O 4.41 -1.24 7.45
C 3.35 -0.94 6.64
O 2.23 -1.29 6.84
O 3.74 -0.19 5.57
F 6.54 -0.52 7.52
H 5.19 1.12 6.23
H 5.65 0.13 4.83
H 5.89 -1.87 6.18
*
```

## Properties
* max |F|: 9.48 eV/Å
* HOMO-LUMO gap: 7.16 eV
* HOMO energy: -0.326 hartree
* E_tot: -9966.70856 a.u.

Mulliken atomic charge list, values in e, 2 entries: -0.702 -0.222

(8)
Computed, not measured: a 2-piece molecular cluster, C5H11O2 overall at a distorted geometry, with wB97M-V/def2-TZVPD.

```
! RIJCOSX wB97M-V def2-TZVPD def2/J DEFGRID3
* xyz -1 1
C 1.23 0.29 -0.26
C 1.82 0.98 -1.45
C 0.43 -1.07 -0.62
O 0.10 -1.11 -1.85
O 0.16 -1.74 0.31
H 2.04 -0.10 0.33
H 0.54 0.82 0.37
H 2.94 1.32 -1.23
H 1.20 1.85 -1.71
H 1.70 0.31 -2.28
C -1.53 1.11 2.42
C -1.97 0.91 1.00
H -0.39 1.07 2.34
H -2.12 1.80 2.94
H -1.64 0.12 2.96
H -3.12 0.65 0.93
H -1.47 0.00 0.63
H -1.71 1.75 0.49
*
```

## Properties
* max |F|: 7.51 eV/Å
* HOMO-LUMO gap: 7.62 eV
* energy relative to the best compared isomer or geometry (same formula, charge and spin): 1.406 eV
* HOMO energy: -0.136 hartree
* E_tot: -347.59799 a.u.

Mulliken atomic charge list, values in e, 2 entries: 0.101 -0.988

(9)
Computed, not measured: one molecule with the formula C17H33ClNO at a distorted geometry, with wB97M-V/def2-TZVPD.

```
! RIJCOSX wB97M-V def2-TZVPD def2/J DEFGRID3
* xyz 0 2
C -0.95 1.84 5.12
C -0.86 1.50 3.51
C -0.26 2.71 2.59
C 0.52 2.17 1.25
C -0.41 2.04 -0.09
C -0.30 0.55 -0.83
C -1.13 0.64 -2.28
C -0.51 1.75 -3.31
C 0.14 1.03 -4.67
Cl -1.75 3.02 -3.90
C 1.26 0.15 -1.16
C 1.63 -1.38 -0.60
C 2.91 -1.86 -1.55
C 2.19 -1.38 0.94
N 0.51 -2.35 -0.88
O 0.91 -3.64 -0.82
C -0.74 -2.08 -0.08
C -2.00 -2.70 -0.98
C -0.80 -2.94 1.36
C -1.09 -0.50 0.16
H -0.47 0.92 5.72
H -0.40 2.81 5.45
H -2.09 1.89 5.45
H -1.94 1.21 3.10
H -0.19 0.54 3.31
H 0.57 3.25 3.26
H -1.06 3.57 2.36
H 1.04 1.14 1.56
H 1.38 2.94 1.00
H -1.55 2.24 0.20
H -0.11 2.93 -0.80
H -2.25 0.95 -2.04
H -1.17 -0.44 -2.79
H 0.39 2.39 -2.86
H 0.17 1.85 -5.52
H -0.45 0.08 -5.01
H 1.29 0.77 -4.46
H 2.05 0.89 -0.70
H 1.51 0.11 -2.33
H 3.58 -0.93 -1.78
H 2.43 -2.23 -2.58
H 3.48 -2.79 -1.12
H 2.62 -2.46 1.16
H 3.06 -0.57 0.98
H 1.36 -1.04 1.73
H -3.03 -2.42 -0.51
H -1.89 -2.44 -2.12
H -1.89 -3.88 -0.87
H -1.13 -2.17 2.21
H -1.64 -3.77 1.35
H 0.25 -3.34 1.69
H -0.96 -0.20 1.28
H -2.25 -0.36 -0.08
*
```

## Properties
* max |F|: 3.20 eV/Å
* HOMO-LUMO gap (alpha / beta): 9.58 / 9.51 eV
* HOMO energy (alpha / beta): -0.329 / -0.360 hartree
* E_tot: -1257.38768 a.u.

Mulliken atomic charge list, values in e, 2 entries: -0.968 0.279